# 1
C5H6O in the gas phase, computed with the ωB97M-V functional and the def2-TZVPD basis.

Atoms and positions in Å:
C  -1.928879  0.280215  -0.269455
C  -0.937098  -0.883074  -0.159002
C  0.437097  -0.408974  0.014384
C  1.541767  0.050226  0.184661
C  2.857056  0.612096  0.424137
O  3.044006  1.772780  0.712390
H  -1.871473  0.918117  0.617141
H  -1.704747  0.897117  -1.144429
H  -2.951968  -0.096315  -0.361765
H  -0.993093  -1.523445  -1.047447
H  -1.191270  -1.519513  0.697431
H  3.698600  -0.099235  0.331950

Cartesian forces, eV/Å:
-0.1 0.1 0.0
0.0 0.0 0.0
0.5 0.2 0.1
-0.5 -0.1 0.0
0.0 0.3 0.1
-0.1 -0.5 -0.1
0.0 -0.1 -0.1
0.0 -0.1 0.1
0.1 0.0 0.0
0.0 0.1 0.1
0.1 0.1 -0.1
-0.1 0.1 0.0

Charge   0
Molecular weight   82.102 g/mol
Spin multiplicity   1
Maximum force   0.5 eV Å⁻¹
DFT total energy   -7327.524 eV
LUMO energy   0.35 eV
Relative energy (zero: lowest compared OMol25 entry of this formula, charge and spin)   40.6 kcal/mol
Frontier orbital gap   10.696 eV
SMILES   CCC#CC=O

---

# 2
C5H6O in the gas phase, computed with the ωB97M-V functional and the def2-TZVPD basis.

Atoms and positions in Å:
O  -1.064927  1.336156  -0.301146
C  -1.061268  0.154023  0.418414
C  -0.822115  -1.143132  -0.273243
C  0.266444  -0.575910  0.627448
C  1.367577  0.120788  0.015354
C  2.077208  0.907276  -0.562475
H  -0.135693  1.600913  -0.421126
H  -1.750686  0.176726  1.260042
H  -0.637007  -1.108662  -1.343164
H  -1.347789  -2.026036  0.081926
H  0.439479  -1.060384  1.585090
H  2.668773  1.618243  -1.087124

Cartesian forces, eV/Å:
0.1 0.1 0.0
-0.1 -0.2 0.2
-0.1 -0.2 -0.1
0.0 0.0 0.1
0.1 0.4 -0.2
-0.3 -0.3 0.2
-0.2 0.1 -0.1
0.1 -0.1 -0.1
0.0 0.0 0.2
0.1 0.2 0.0
0.0 0.1 -0.2
0.2 -0.1 0.0

Charge   0
Molecular weight   82.102 g/mol
Spin multiplicity   1
Maximum force   0.5 eV Å⁻¹
DFT total energy   -7326.706 eV
LUMO energy   1.05 eV
Relative energy (zero: lowest compared OMol25 entry of this formula, charge and spin)   59.5 kcal/mol
Frontier orbital gap   10.776 eV
SMILES   C#C[C@@H]1C[C@@H]1O

---

# 3
C5H6O in the gas phase at a distorted geometry, computed with the ωB97M-V functional and the def2-TZVPD basis.

Atoms and positions in Å:
C  0.638199  -1.651598  1.915125
C  0.348625  -0.802957  0.812024
C  0.360164  0.191189  0.114400
C  0.042592  0.565664  -1.233203
C  -0.940196  1.610380  -1.505831
O  0.438571  1.821879  -1.747046
H  1.638555  -2.130661  1.853285
H  0.391966  -0.672196  2.441404
H  -0.102312  -2.316790  2.338741
H  0.118118  -0.275234  -1.922732
H  -1.371708  2.173507  -0.678586
H  -1.562574  1.486816  -2.387581

Cartesian forces, eV/Å:
-0.3 0.9 0.9
0.1 0.0 -1.3
-0.4 -0.9 -0.3
-0.1 0.0 -0.3
-0.4 0.1 -0.1
0.2 0.3 -0.2
-0.6 0.8 0.6
1.6 -1.3 1.7
-0.3 -0.3 -0.6
0.0 0.3 -0.2
0.1 -0.1 -0.1
0.0 0.2 0.0

Charge   0
Molecular weight   82.102 g/mol
Spin multiplicity   1
Maximum force   2.7 eV Å⁻¹
DFT total energy   -7325.167 eV
LUMO energy   0.70 eV
Relative energy (zero: lowest compared OMol25 entry of this formula, charge and spin)   95.0 kcal/mol
Frontier orbital gap   10.085 eV
SMILES   CC#C[C@H]1CO1